This record from the Open Molecules 2025 dataset describes 5 unconnected molecules or ions with the total composition C6H22N2O4 in a non-equilibrium geometry. The level of theory is wB97M-V/def2-TZVPD.

Summary:
Lowest unoccupied orbital energy in eV: 0.248
Largest force on an atom in Eh/bohr: 0.032
Gap between HOMO and LUMO in Ha: 0.3034
HOMO in eV: -8.01
Calculated total energy in eV: -17748.22804
ΔE to the lowest compared entry with this formula, charge and spin in kcal per mole: 34.6

Cartesian coordinates (Å):
C -1.811038 -0.201277 2.737261
C -0.807279 0.798972 2.229322
C -1.096254 2.088834 2.048253
N -0.061440 2.986869 1.646562
C 0.532437 0.217109 1.929578
C 0.801369 -0.138222 0.416478
C -0.325719 -0.564620 -0.515055
N -0.636825 -2.016670 -0.634703
H -2.161485 -0.821899 1.898228
H -2.733300 0.325830 2.999446
H -1.343498 -0.775333 3.531405
H -2.111294 2.444553 2.175466
H -0.309035 3.955483 1.694055
H 0.301020 2.749764 0.749750
H 1.402928 0.833036 2.163100
H 0.697827 -0.679438 2.539187
H 1.326430 0.721102 0.001376
H 1.517165 -0.966495 0.495031
H -1.282854 -0.187532 -0.134304
H -0.089961 -0.090943 -1.469547
H -0.508516 -2.333592 0.323652
H 0.057604 -2.477392 -1.200080
O 1.925976 0.074835 -4.004718
H 1.029060 -0.279153 -4.096367
H 1.799639 0.948640 -3.584806
O 2.081713 2.058765 -2.037597
H 2.825702 2.628630 -2.207531
H 2.534505 1.371655 -1.542942
O -3.785866 -1.161333 -0.596738
H -2.894448 -1.576873 -0.534626
H -3.986375 -1.328609 -1.552335
O 2.273877 -2.952763 -1.418804
H 2.907994 -2.327440 -1.796697
H 1.929953 -3.324505 -2.251300

Forces on the atoms, in the same order (eV/Å):
C -0.5707 0.8653 -1.2975
C -0.1331 0.0956 0.2774
C 0.8592 -0.3595 -0.0555
N -0.6644 -0.2536 0.5235
C 0.6306 -0.5555 -0.6239
C 0.5115 -0.6570 1.0522
C -0.8468 0.1174 0.3307
N 0.1617 0.9170 0.4543
H 0.3846 -0.4417 0.3359
H 0.1782 -0.1696 0.6251
H -0.4314 -0.2141 0.1447
H 0.0608 0.2451 0.2428
H -0.1844 0.2570 -0.1449
H 0.3440 0.0534 -0.6282
H -0.3856 0.4924 0.3528
H -0.3103 -0.0360 -0.1262
H -0.0991 0.0065 -0.1706
H 0.1700 0.1868 -0.4651
H 0.3172 0.7383 -0.3015
H -0.4779 -0.3959 -0.2457
H -0.0872 -0.5955 -0.2257
H 0.3114 -0.1330 0.1406
O -0.4430 0.1098 0.0884
H 0.3214 0.1222 -0.0344
H 0.0986 -0.4361 -0.0636
O 0.0717 -0.1063 0.1786
H 0.2557 0.8409 -0.3760
H -0.2824 -0.5490 0.2247
O 0.6168 -0.6823 -1.3771
H -0.5088 0.2420 0.0507
H 0.0478 0.3244 1.2641
O 0.0496 0.0011 -1.1084
H 0.0573 0.1414 0.4101
H -0.0229 -0.1713 0.5475

***

This record from the Open Molecules 2025 dataset describes 2 unconnected molecules or ions with the total composition C18H11Cl3F3O3S in a non-equilibrium geometry. The level of theory is wB97M-V/def2-TZVPD.

Summary:
Total charge: -1
Lowest unoccupied orbital energy in eV: 2.541
Largest force on an atom in Eh/bohr: 0.049
Gap between HOMO and LUMO in Ha: 0.2047
HOMO in eV: -3.03
Calculated total energy in eV: -81542.85885
ΔE to the lowest compared entry with this formula, charge and spin in kcal per mole: 0.1

Cartesian coordinates (Å):
F -0.450955 -3.836593 4.717823
C -1.067104 -2.862484 4.032974
F -1.604990 -3.367971 2.897389
F -2.046520 -2.313681 4.787845
S 0.216795 -1.573374 3.550696
C -0.779934 -0.504487 2.351812
C -0.529790 0.947112 2.585162
C -1.610032 1.802183 2.374177
C -1.383685 3.170783 2.285849
C -0.090506 3.669748 2.435406
C 0.983806 2.794306 2.675902
C 0.764831 1.426020 2.785893
O 0.454910 -0.805147 4.751644
O 1.282826 -2.229055 2.842888
H -1.820019 -0.829924 2.555316
H -2.597680 1.360344 2.242808
H -2.225767 3.839363 2.118953
H 0.097589 4.736981 2.366496
H 1.991856 3.169587 2.796123
H 1.587944 0.731748 2.995016
Cl -0.477385 -0.854200 0.695137
C -0.197782 -2.418003 -1.956449
Cl -1.078752 -3.631002 -1.169831
C -0.998422 -1.367667 -2.604871
O -2.243082 -1.415275 -2.694783
C -0.190563 -0.344446 -3.327202
C 1.234545 -0.418192 -3.361179
C 1.940400 0.516084 -4.157724
C 1.272224 1.502119 -4.868854
C -0.131470 1.502168 -4.909892
C -0.836004 0.578443 -4.131284
C 1.863793 -1.450994 -2.609401
Cl 3.540227 -1.690377 -2.753004
C 1.167399 -2.327009 -1.787861
H 3.018711 0.467715 -4.196190
H 1.829686 2.204447 -5.493851
H -0.654670 2.273468 -5.484265
H -1.922004 0.591575 -4.172003
H 1.689573 -3.044309 -1.166666

Forces on the atoms, in the same order (eV/Å):
F -0.5636 0.5347 -0.3162
C -0.0777 -0.2205 -0.4942
F 0.2924 0.3035 1.1113
F 0.7707 -0.5263 -0.6066
S 0.1237 0.8713 -0.5010
C -0.5619 -0.7325 1.3082
C -0.1715 0.0941 0.1940
C 0.4375 -0.0197 0.0250
C -0.0071 0.0610 0.2518
C 0.3025 -0.4310 0.0119
C -0.4825 0.0616 0.1920
C -0.1205 0.2087 -0.2550
O -0.1816 -0.6267 -0.4249
O -0.5548 0.0146 0.5841
H 0.4541 0.4661 0.0984
H 0.1699 0.2676 -0.0550
H 0.2242 -0.0531 -0.0118
H -0.0524 -0.1308 -0.0293
H -0.0574 0.1279 -0.0085
H -0.3288 0.4067 -0.2377
Cl 0.4210 -0.5992 -0.8020
C -0.9629 2.3236 -0.0836
Cl -0.6245 -1.0952 0.6727
C 0.5273 -1.0489 -0.6397
O 0.3533 0.3035 0.3121
C 0.2280 -1.0729 0.4333
C -0.1494 -0.4227 0.2095
C -0.2714 0.5510 -0.1682
C 0.1651 -0.7176 -0.1925
C -0.3305 -0.0373 0.6844
C -0.1458 1.3818 -0.9616
C -0.8546 0.3898 0.6179
Cl 1.6175 0.0135 0.0474
C 0.1654 0.1194 -1.5102
H 0.0568 -0.0057 0.0501
H -0.0794 -0.1504 0.2930
H 0.0896 -0.4071 0.1280
H 0.1328 -0.1836 0.2021
H 0.0464 -0.0190 -0.1293

***

This record from the Open Molecules 2025 dataset describes a molecular structure, C18H19N5O3PmS in a non-equilibrium geometry. The level of theory is wB97M-V/def2-TZVPD.

Summary:
Total charge: +1
Lowest unoccupied orbital energy (spin up / spin down) in eV: -2.713 / -2.670
Largest force on an atom in Eh/bohr: 0.030
Gap between HOMO and LUMO (spin up / spin down) in Ha: 0.2951 / 0.2966
Multiplicity: 5
HOMO (spin up / spin down) in eV: -10.74 / -10.74
Calculated total energy in eV: -59952.65729
ΔE to the lowest compared entry with this formula, charge and spin in kcal per mole: 0.0

Cartesian coordinates (Å):
Pm -1.947665 0.237462 -0.296651
N 5.659741 -3.507414 -0.035160
C 4.451477 -2.891389 -0.050125
C 3.431139 -3.351005 -0.901647
C 2.208685 -2.727002 -0.923293
C 1.983976 -1.616305 -0.102246
C 2.984280 -1.156561 0.759280
C 4.206904 -1.782868 0.778340
S 0.450981 -0.875296 -0.088803
O -0.151769 -1.013817 -1.436221
O 0.590598 0.537812 0.300081
N -0.705719 -1.481166 0.823430
C -0.841876 -0.973106 2.142672
N -1.896493 -0.156093 2.241091
C -2.136585 0.388558 3.442123
C -1.340224 0.082218 4.521563
C -0.268749 -0.778502 4.293822
N 0.001507 -1.311355 3.105262
H 5.841912 -4.311098 -0.607003
H 6.395190 -3.207239 0.576759
H 3.620520 -4.199184 -1.547341
H 1.434255 -3.088468 -1.586282
H 2.803052 -0.302171 1.397237
H 4.993761 -1.421110 1.428059
H -2.982385 1.059809 3.521920
H -1.536634 0.497157 5.498802
H 0.397738 -1.035294 5.109818
N -2.013627 2.865801 -0.066894
C -1.149671 3.149658 -1.188507
C -1.264593 2.402377 -2.346270
C -0.409505 2.615867 -3.424695
C 0.581416 3.573714 -3.327052
C 0.713585 4.309165 -2.151767
C -0.142334 4.103051 -1.086224
H -1.657623 3.308576 0.772221
H -2.954290 3.217556 -0.220646
H -2.046099 1.658900 -2.486246
H -0.522248 2.021456 -4.320616
H 1.255209 3.750016 -4.154011
H 1.491642 5.056439 -2.067818
H -0.036866 4.678342 -0.174301
C -5.153650 -1.738328 -1.114843
C -3.953050 -0.943138 -0.813568
O -4.066495 0.319876 -0.747096
H -6.012893 -1.159722 -1.455747
H -5.410344 -2.263698 -0.185936
H -4.896201 -2.542497 -1.805470

Forces on the atoms, in the same order (eV/Å):
Pm 0.0447 0.7171 0.1352
N 0.0784 -0.0544 -0.0232
C 0.0779 -0.0359 0.0060
C 0.0334 0.0240 0.0257
C -0.0163 0.0743 0.0366
C 0.4430 -0.4615 0.2183
C -0.0711 -0.0001 -0.0792
C -0.0128 -0.0082 -0.0175
S 0.6000 -0.3553 -0.2852
O 0.1114 0.1405 0.3320
O -0.0059 0.0520 -0.0081
N 0.3849 -0.0159 1.0516
C 0.3943 -0.6793 -1.3032
N -0.0043 0.4823 0.1634
C 0.0330 -0.2644 -0.0274
C -0.0409 0.0185 0.0211
C 0.0039 0.0423 0.0645
N -0.1828 0.2223 0.2648
H -0.0543 0.0079 -0.0163
H -0.0419 0.0522 0.0290
H -0.0265 0.0045 0.0081
H -0.0462 0.0614 0.0276
H -0.0335 0.0038 -0.0205
H -0.0239 0.0014 0.0091
H -0.0126 0.0030 -0.0161
H 0.0380 -0.0140 -0.0022
H 0.0366 -0.0556 -0.0639
N -0.1005 -0.1142 -0.0713
C 0.1808 0.1396 0.2893
C -0.0852 -0.2251 -0.3947
C 0.0527 0.0230 0.1684
C 0.0335 0.0397 0.0599
C 0.0694 0.0355 -0.0654
C -0.0574 -0.1059 -0.0147
H 0.0013 0.0298 0.0117
H -0.0279 0.0035 -0.0398
H -0.2516 0.1290 -0.0009
H -0.0049 0.0241 -0.0126
H -0.0065 -0.0063 0.0030
H -0.0032 -0.0120 -0.0142
H 0.0102 0.0142 -0.0178
C -0.1619 -0.3078 0.1128
C 0.1488 0.1707 -0.0887
O -1.5102 0.0191 -0.3591
H 0.0511 0.0436 -0.0162
H -0.0180 0.0660 -0.0022
H -0.0269 0.0708 -0.0777